[1]
ORCA calculation (the ωB97M-V functional and the def2-TZVPD basis) on a single C15H13N3OS molecule in a non-equilibrium geometry.

XYZ file:
```
33
Properties=species:S:1:pos:R:3:forces:R:3:nbo_charge:R:1
C 4.198428 0.609256 -5.709656 0.1 0.1 0.0 -0.639
C 3.150727 0.190470 -4.742410 -0.1 0.1 0.3 -0.171
C 2.308022 -0.879665 -4.815722 0.3 0.2 -0.1 -0.266
C 1.431623 -0.984063 -3.722239 -0.1 0.4 0.5 -0.200
C 1.604461 0.016544 -2.801434 0.6 -0.1 -1.0 -0.252
C 0.904410 0.236767 -1.577397 -0.6 0.2 1.0 0.012
N -0.021542 -0.555579 -1.203551 0.3 -0.3 -0.7 -0.189
N -0.651602 -0.325813 -0.047815 0.2 0.8 0.7 -0.446
C -1.708780 -1.104644 0.371773 -0.1 -0.1 -0.2 0.666
O -2.166329 -2.011296 -0.286560 -0.1 0.0 0.0 -0.579
C -2.243914 -0.698186 1.679854 -0.4 -0.1 0.2 -0.248
C -3.546616 -0.924437 2.049933 0.4 0.0 -0.5 0.053
N -3.773207 -0.435430 3.294602 -0.3 -0.1 0.1 -0.526
C -2.615072 0.104466 3.783164 0.6 0.2 0.0 0.201
C -2.361581 0.698802 5.012064 0.0 0.0 0.0 -0.253
C -1.078421 1.136948 5.256971 -0.1 0.0 0.1 -0.213
C -0.068550 0.969404 4.307371 0.2 0.0 -0.1 -0.227
C -0.315846 0.382083 3.086006 0.0 0.1 0.1 -0.203
C -1.612685 -0.044625 2.792688 -0.3 0.0 0.2 -0.096
H 0.495591 0.234911 2.388325 0.1 0.0 0.0 0.209
H 0.930772 1.304277 4.542754 0.1 0.0 0.0 0.214
H -0.843124 1.604410 6.201073 0.0 0.0 0.1 0.215
H -3.143125 0.804746 5.749710 -0.1 0.0 0.1 0.214
H -4.650700 -0.468596 3.785913 0.1 0.0 -0.1 0.417
H -4.319213 -1.395285 1.474208 -0.1 -0.1 -0.1 0.232
H -0.391450 0.491857 0.507965 -0.2 -0.3 -0.2 0.369
H 1.201253 1.112003 -0.982494 -0.1 -0.1 0.0 0.157
S 2.871889 1.103468 -3.295975 -0.3 -0.6 -0.3 0.416
H 0.693646 -1.753436 -3.593568 -0.2 -0.2 0.0 0.241
H 2.319196 -1.574374 -5.637163 0.0 -0.1 -0.2 0.222
H 4.228809 -0.083913 -6.546856 0.0 0.0 0.0 0.226
H 5.178143 0.628389 -5.232541 0.1 0.0 -0.1 0.224
H 3.994787 1.610542 -6.088995 0.0 0.0 -0.1 0.224
```
Forces are in eV/Å.

The calculation puts the HOMO energy at -7.81 eV. The multiplicity is 1. The total charge is 0. As for the relative energy (zero: lowest compared OMol25 entry of this formula, charge and spin): 11.4 kcal/mol. The electronic energy comes out at -1217.088067 Ha. Its SMILES is Cc1ccc(/C=N/NC(=O)c2c[nH]c3ccccc23)s1.

[2]
ORCA calculation (the ωB97M-V functional and the def2-TZVPD basis) on 3 unconnected molecules or ions with the total composition C4H12NO2 in a non-equilibrium geometry.

XYZ file:
```
19
Properties=species:S:1:pos:R:3:forces:R:3:nbo_charge:R:1
C 1.381887 0.770706 1.555480 -0.1 0.6 1.6 -0.704
C 0.304209 -0.084644 0.966275 0.9 0.8 -0.7 0.139
C -0.242084 -1.140325 1.542820 -0.3 -0.2 0.3 -0.338
C 0.179543 1.423906 -0.916988 -0.3 1.0 0.2 0.125
N -0.166059 0.333770 -0.378992 0.8 -1.4 2.1 -0.421
H 2.123705 1.329266 0.973007 -0.4 -0.6 -0.5 0.242
H 0.839790 1.538342 2.123833 0.2 0.2 0.0 0.248
H 1.961630 0.238586 2.323199 -0.3 -0.1 -0.3 0.267
H -1.074554 -1.688188 1.116150 0.1 0.1 -0.2 0.222
H 0.092424 -1.516372 2.514816 0.0 0.4 -0.4 0.246
H -0.085129 1.789433 -1.902567 -0.2 -0.7 0.0 0.254
H 0.699466 2.128815 -0.267886 0.1 -0.2 -0.3 0.217
H -0.616275 -0.504838 -0.751971 -0.1 0.7 -1.1 0.479
H -2.736758 0.221123 -1.156737 -0.4 0.2 -0.2 0.478
H -3.082642 1.046662 -2.417466 -0.4 0.0 -0.2 0.501
O -2.369601 0.809760 -1.826813 0.4 -0.2 0.3 -0.971
H 1.083705 -1.885179 -1.781797 -0.9 0.5 -0.7 0.478
H 1.212158 -2.667483 -0.660851 -0.8 -0.4 1.0 0.491
O 0.494588 -2.143347 -1.053518 1.8 -0.4 -0.8 -0.952
```
Forces are in eV/Å.

The calculation puts the HOMO energy at -14.13 eV. The multiplicity is 1. The total charge is +1. As for the relative energy (zero: lowest compared OMol25 entry of this formula, charge and spin): 61.1 kcal/mol. The electronic energy comes out at -364.537850 Ha.

[3]
ORCA calculation (the ωB97M-V functional and the def2-TZVPD basis) on 8 unconnected molecules or ions with the total composition C45H70O10.

XYZ file:
```
125
Properties=species:S:1:pos:R:3:forces:R:3:lowdin_charge:R:1
C 2.594590 1.379018 -0.967720 -0.3 -0.4 -0.6 -0.067
C 1.366087 1.029802 -1.804555 0.6 0.0 0.8 -0.274
O 1.113218 2.059334 -2.744185 -0.2 0.0 -0.1 -0.127
C -0.245726 2.146040 -3.153418 0.2 0.0 -0.5 -0.148
C -0.810301 0.801000 -3.573031 0.0 0.2 0.5 -0.134
C -0.204641 0.145587 -4.633365 0.2 0.0 -0.3 -0.017
C -0.655398 -1.075689 -5.093078 0.0 -0.3 -0.3 -0.037
C -1.738747 -1.695428 -4.491748 -0.4 -0.1 0.6 0.009
C -2.354881 -1.050217 -3.430660 -0.5 0.1 0.4 -0.064
C -1.905790 0.195196 -2.964552 0.1 -0.1 -0.2 -0.029
C -2.655430 0.838202 -1.836723 0.0 0.0 -0.2 -0.260
O -2.104595 1.431231 -0.940234 -0.1 0.3 0.1 0.113
C -4.136021 0.675886 -1.923640 0.3 -0.1 0.0 -0.086
C -5.028245 1.676014 -1.581070 -0.1 -0.2 0.1 0.011
C -6.380349 1.420789 -1.743073 -0.4 0.2 0.0 -0.066
C -6.837690 0.203565 -2.225392 0.1 -0.4 -0.1 -0.055
C -5.942661 -0.812787 -2.533910 0.2 0.2 0.1 0.001
C -4.589535 -0.554928 -2.384468 0.0 -0.2 -0.2 -0.095
C -3.575074 -1.599233 -2.728141 0.3 0.5 -0.1 -0.273
O -3.730259 -2.753868 -2.419195 -0.1 -0.3 -0.3 0.127
H 3.439097 1.554606 -1.635170 0.0 0.3 0.1 0.074
H 2.397236 2.230053 -0.321399 0.2 0.1 0.0 0.072
H 2.832248 0.491494 -0.379947 0.0 0.1 0.2 0.077
H 1.577865 0.078167 -2.302643 -0.3 0.0 -0.2 0.119
H 0.531707 0.890210 -1.110890 -0.2 0.0 -0.2 0.114
H -0.239718 2.777232 -4.046143 0.1 0.1 0.0 0.131
H -0.852730 2.654085 -2.407982 0.0 -0.2 0.2 0.116
H 0.636183 0.614834 -5.130727 0.0 0.1 0.1 0.129
H -0.173513 -1.541145 -5.942756 0.0 0.0 0.0 0.113
H -2.144641 -2.654377 -4.800048 0.3 0.1 -0.2 0.098
H -4.673916 2.624822 -1.204697 0.0 0.0 0.0 0.124
H -7.120785 2.176131 -1.525444 0.1 0.2 0.0 0.102
H -7.895964 0.027761 -2.366872 0.0 0.1 0.1 0.108
H -6.242018 -1.782828 -2.907202 -0.2 0.0 0.1 0.119
C -0.874725 2.347413 4.210964 0.0 0.1 -0.1 -0.170
C -1.834869 2.111358 3.048218 -0.1 -0.1 0.1 -0.169
C -0.898575 1.567135 1.978910 0.1 0.0 0.0 -0.216
O 0.142290 0.868902 2.670660 -0.1 0.1 0.0 -0.146
C 0.080595 1.171441 4.069317 0.0 -0.1 0.0 -0.203
H -1.361418 2.380850 5.184884 0.0 0.0 0.0 0.110
H -0.337538 3.288109 4.065241 0.0 0.0 0.0 0.112
H -2.574357 1.354544 3.321567 0.0 0.0 0.0 0.113
H -2.366779 3.006397 2.727669 0.0 0.0 0.0 0.110
H -0.443773 2.378325 1.398952 -0.1 0.0 -0.1 0.116
H -1.392974 0.888232 1.288987 0.0 0.0 0.0 0.095
H -0.297461 0.288809 4.597195 0.0 0.0 0.1 0.120
H 1.082412 1.388443 4.438389 0.0 -0.1 0.0 0.101
C 4.957823 -0.386814 5.518857 0.0 0.1 -0.2 -0.158
C 5.083639 0.350171 6.846881 -0.1 -0.1 0.0 -0.169
C 3.874769 1.271657 6.799356 0.0 0.1 -0.1 -0.193
O 2.869787 0.592073 6.038818 0.1 0.0 0.0 -0.156
C 3.449726 -0.541426 5.385802 0.0 -0.1 0.1 -0.198
H 5.484315 -1.341015 5.494260 0.0 0.0 0.0 0.109
H 5.343223 0.239101 4.712995 0.0 0.0 0.0 0.088
H 4.990224 -0.352459 7.676727 0.0 0.0 0.0 0.111
H 6.022027 0.885506 6.964165 0.0 0.0 0.0 0.104
H 4.114073 2.211292 6.286999 0.0 0.0 0.0 0.108
H 3.480267 1.507094 7.789021 -0.1 0.0 0.0 0.116
H 3.094343 -1.448178 5.888401 0.0 0.0 0.0 0.117
H 3.114629 -0.568392 4.347357 -0.1 0.0 0.0 0.115
C 9.781125 -0.610709 9.410413 0.0 -0.1 0.1 -0.172
C 9.524119 -1.614692 8.292253 0.1 0.1 -0.1 -0.170
C 8.003458 -1.666272 8.267103 -0.1 0.0 0.1 -0.202
O 7.546367 -0.373014 8.671237 0.2 0.0 0.1 -0.161
C 8.641069 0.376235 9.205344 0.0 0.1 -0.1 -0.202
H 10.761902 -0.139753 9.361890 0.0 0.0 0.0 0.111
H 9.685304 -1.100340 10.382414 0.0 0.0 0.0 0.113
H 9.903006 -1.223713 7.345063 0.0 0.0 0.0 0.115
H 9.977418 -2.590000 8.463244 0.0 0.0 0.0 0.111
H 7.618704 -2.406175 8.977388 0.0 0.0 0.0 0.119
H 7.603687 -1.895273 7.277958 0.0 0.1 0.0 0.113
H 8.914316 1.152084 8.481217 0.0 0.0 0.0 0.117
H 8.327552 0.861223 10.130509 -0.1 0.0 0.0 0.117
C -7.423763 5.811149 -4.749451 0.1 0.0 -0.1 -0.171
C -8.208277 4.730668 -5.485355 -0.1 0.0 0.0 -0.171
C -7.565320 3.460703 -4.946948 0.1 0.0 0.0 -0.202
O -7.140028 3.755323 -3.612833 -0.1 0.1 -0.1 -0.164
C -7.214678 5.166821 -3.387011 -0.1 0.0 0.1 -0.202
H -7.941487 6.767212 -4.689534 0.0 0.0 0.0 0.112
H -6.461609 5.974197 -5.240479 0.0 0.0 0.0 0.114
H -9.261207 4.771507 -5.196659 0.0 0.0 0.0 0.114
H -8.150010 4.806429 -6.570028 0.0 0.0 0.0 0.112
H -6.685297 3.179632 -5.535154 0.0 0.0 0.0 0.119
H -8.252249 2.613571 -4.926402 0.0 0.0 0.1 0.116
H -8.060724 5.365817 -2.720125 0.0 0.1 0.0 0.118
H -6.300245 5.501558 -2.895549 0.0 -0.1 0.0 0.117
C -5.526495 -4.207903 -7.099469 0.0 0.1 -0.2 -0.169
C -4.900004 -5.579895 -7.300548 0.0 -0.1 0.1 -0.166
C -3.426703 -5.231571 -7.454203 0.1 0.1 -0.1 -0.195
O -3.199777 -4.056262 -6.660489 -0.3 -0.1 0.0 -0.160
C -4.467049 -3.501919 -6.271736 0.2 0.0 0.2 -0.209
H -6.497667 -4.234105 -6.607291 0.0 0.0 0.0 0.113
H -5.645695 -3.707865 -8.063720 0.0 0.0 0.0 0.115
H -5.049750 -6.194774 -6.409701 0.0 0.0 0.0 0.115
H -5.296255 -6.121135 -8.158435 0.0 0.0 0.0 0.112
H -3.180251 -4.997812 -8.494980 0.0 0.0 0.0 0.119
H -2.768916 -6.030908 -7.112698 0.1 0.1 0.0 0.104
H -4.610475 -3.689058 -5.200596 0.0 0.0 0.0 0.110
H -4.454037 -2.423129 -6.436774 0.1 0.0 0.0 0.119
C -1.413451 -5.280256 -2.052918 0.1 0.1 0.0 -0.164
C -2.325527 -5.450795 -3.260655 -0.3 -0.1 0.2 -0.182
C -1.365884 -5.975646 -4.294193 0.4 0.0 -0.3 -0.212
O -0.363808 -6.728971 -3.603152 -0.1 0.1 0.2 -0.137
C -0.486975 -6.481801 -2.195690 0.0 -0.1 -0.1 -0.202
H -1.946391 -5.253191 -1.104005 0.0 0.0 0.0 0.114
H -0.836528 -4.356254 -2.145908 0.0 0.0 0.0 0.114
H -3.105114 -6.185618 -3.039547 0.0 0.0 0.0 0.122
H -2.805218 -4.530837 -3.577764 0.0 0.0 0.1 0.066
H -0.874046 -5.142107 -4.809613 0.0 0.0 -0.1 0.117
H -1.846106 -6.612545 -5.039191 0.1 0.0 0.0 0.106
H -0.908451 -7.373935 -1.719482 0.0 0.0 0.0 0.115
H 0.504101 -6.302637 -1.777031 0.0 0.0 -0.1 0.115
C 6.491219 4.474494 3.271151 0.1 0.0 -0.1 -0.169
C 5.441495 3.697179 2.484339 -0.1 0.0 0.1 -0.168
C 5.916556 2.263830 2.667251 0.1 -0.1 0.0 -0.201
O 6.557014 2.208480 3.947086 0.0 0.1 -0.1 -0.160
C 6.758469 3.536163 4.438934 -0.1 0.0 0.1 -0.204
H 6.159822 5.461697 3.590050 0.0 0.0 0.0 0.112
H 7.395782 4.595513 2.670308 0.0 0.0 0.0 0.113
H 4.458180 3.828643 2.942122 0.0 0.0 0.0 0.115
H 5.370668 3.988130 1.437401 0.0 0.0 0.0 0.112
H 6.649746 1.986118 1.902525 0.0 0.0 0.0 0.119
H 5.098983 1.541468 2.641881 0.0 0.0 0.0 0.113
H 6.051818 3.711896 5.258058 0.0 0.1 0.0 0.110
H 7.772304 3.624003 4.831666 0.0 -0.1 0.0 0.116
```
Forces are in eV/Å.

The calculation puts the HOMO energy at -8.83 eV. The multiplicity is 1. The total charge is 0. As for the relative energy (zero: lowest compared OMol25 entry of this formula, charge and spin): 0.0 kcal/mol. The electronic energy comes out at -2508.957813 Ha. Its SMILES is CCOCc1cccc2c1C(=O)c1ccccc1C2=O.C1CCOC1.C1CCOC1.C1CCOC1.C1CCOC1.C1CCOC1.C1CCOC1.C1CCOC1.

Which value of multiplicity does entry 2 give? 1

Number 1 is which compound? C15H13N3OS